(1)
The following is a DFT calculation (ωB97M-V/def2-TZVPD) of C14H13AgN6S as an isolated structure.

The value obtained for the HOMO energy is -7.43 eV. The value obtained for the max |F| is 0.0088 hartree/bohr.

Cartesian coordinates (Å):
H1 5.2647 -3.0339 1.0661
N1 -0.6614 -1.7065 -1.2716
C1 -3.6894 -0.8034 -3.1698
C2 -1.4163 2.6192 -1.1981
H2 -0.4078 -1.8816 0.7584
C3 0.4565 1.4465 0.4442
H3 -2.7755 -1.3441 1.3117
N2 3.0228 -0.8523 1.4878
C4 -2.4464 -1.3652 0.2820
C5 -1.4614 2.8690 0.1637
N3 -4.3729 -0.5420 -4.0556
C6 -1.5017 -1.4444 -2.2668
N4 4.6023 -2.4405 1.5296
S1 3.6830 -2.1438 -0.9034
C7 1.5756 1.1752 2.7578
C8 -2.8368 -1.1157 -2.0541
H4 1.7800 2.2448 2.8494
H5 4.7675 -2.1399 2.4745
H6 -2.1331 3.0534 -1.8815
C9 -1.1307 -1.6735 -0.0226
H7 -0.3022 1.6062 -2.7288
N5 2.1128 -0.1789 0.7728
C10 -0.5155 2.2887 0.9885
Ag1 1.5851 -0.9075 -1.4538
H8 -4.3492 -0.8077 -0.5604
H9 2.3924 0.6157 3.2034
H10 -1.1039 -1.4844 -3.2738
H11 -0.5305 2.4743 2.0534
N6 0.5122 1.2335 -0.8824
C11 3.7238 -1.7330 0.7780
H12 -2.2257 3.5135 0.5792
C12 -3.3167 -1.0695 -0.7496
C13 1.4388 0.7647 1.3203
H13 0.6607 0.9610 3.3178
C14 -0.4011 1.8022 -1.6664

Mulliken population analysis, charges in e, atoms 1 to 4: H 0.1941; N -0.5395; C -0.0367; C -0.5469

---

(2)
The following is a DFT calculation (ωB97M-V/def2-TZVPD) of a 8-piece molecular cluster, C55H68BBr2N2O4P overall at a distorted geometry.

The SMILES is CCOC[C@@]1([PH2]=N)C(=O)O[C@@H]([C@@H](Br)[C@@H](C)Br)[C@@]1(CCN)B(C)O.c1ccccc1.c1ccccc1.c1ccccc1.c1ccccc1.c1ccccc1.c1ccccc1.c1ccccc1. The value obtained for the HOMO energy is -9.08 eV. The value obtained for the max |F| is 0.0267 hartree/bohr.

Cartesian coordinates (Å):
O1 0.1442 3.5850 1.0252
C1 3.2177 8.7515 -5.5828
H1 -3.5462 -7.0482 -8.0267
C2 -2.4900 -1.2454 7.6334
H2 -0.6069 5.6919 0.1005
C3 3.3281 8.2260 -4.3031
C4 -2.2214 -6.9945 3.9577
H3 3.5433 3.8235 -1.7887
H4 -3.5821 -8.6386 4.1721
C5 -6.5346 -5.4647 -8.1735
H5 1.9536 -0.6072 2.4907
H6 -2.3353 -4.6741 1.4920
C6 0.1102 -1.0720 0.3918
H7 5.2167 11.4603 -5.2309
H8 -3.9495 -4.2967 7.7682
H9 -1.6296 -3.3077 -4.9791
H10 5.4173 10.5232 -2.9540
C7 1.2720 -5.9659 5.6617
H11 -4.9067 -8.0294 2.1769
H12 0.9559 0.0447 -4.3185
H13 1.0224 -5.7004 4.6416
C8 -6.2282 -4.3417 -7.4178
P1 2.2328 3.3696 -2.0051
H14 -1.3714 -2.6476 4.7674
H15 -3.0237 0.4086 -0.5497
H16 2.5824 3.0808 -4.1099
H17 2.7723 -2.1656 2.4139
H18 -2.6298 1.1318 0.8304
Br1 0.0941 -3.0606 2.4041
H19 -0.2260 2.2188 3.2135
C9 1.3799 8.4094 0.4632
H20 -2.5571 -2.1906 -6.9807
C10 -3.3119 -7.7689 3.5872
C11 -1.2646 -2.3314 -5.2741
H21 2.4516 -7.6644 5.0916
C12 4.1179 8.8647 -3.3567
C13 2.6975 0.7434 -1.3462
H22 1.7911 9.8490 -1.0739
H23 1.9975 8.9048 1.2012
C14 -0.2033 7.1389 -1.4327
H24 2.7969 7.3193 -4.0422
O2 3.0264 1.3627 1.3476
C15 -3.7045 -6.3147 1.7125
H25 0.3821 8.7226 -2.7563
C16 1.1075 -5.5432 8.0216
C17 4.6866 10.5535 -4.9703
C18 -1.7880 -1.7025 -6.3946
C19 3.7357 1.6682 2.5479
H26 4.0297 2.5255 -0.0451
H27 -2.5617 2.2755 -1.6811
H28 3.0725 1.4218 3.3847
Br2 -1.1405 -2.2521 -0.5990
H29 3.0225 -8.2692 7.4186
H30 0.1284 -2.1980 -3.6493
C20 -0.4686 2.1068 -1.3403
H31 5.8636 1.3984 2.1556
C21 -1.8750 -5.8801 3.2051
C22 -0.2730 -1.7073 -4.5279
H32 -1.2123 -0.5609 6.0521
H33 -0.5323 -0.6125 1.1316
H34 0.1911 -0.1757 -1.5434
H35 -0.2481 3.1450 -1.6013
C23 2.0632 1.9943 -0.7639
C24 -1.3278 -0.4448 -6.7625
H36 3.9260 2.7459 2.5951
H37 -1.6398 -7.2570 4.8334
H38 0.1540 -4.3458 6.5191
H39 -5.8076 -7.3120 -8.9848
C25 1.9131 -6.6448 8.2746
H40 3.0129 -1.0102 1.1052
C26 -3.2569 -2.2965 8.1168
H41 -4.7174 -3.3173 -6.2913
C27 -1.9090 -2.5589 5.7027
H42 -2.4172 -0.3240 8.1968
O3 3.6725 0.6866 -2.0644
C28 1.2623 8.9412 -0.8134
C29 5.0365 0.8774 2.6406
H43 -0.4232 1.5516 -2.2842
H44 4.8922 -0.0829 2.1378
C30 -5.5694 -6.4377 -8.3932
C31 0.7048 7.2409 0.7920
N1 -2.2688 0.8977 -0.0867
C32 1.1181 -2.0197 1.0706
H45 0.9797 4.0542 1.0690
H46 -3.0019 -5.0525 -6.6767
C33 -0.3422 0.1805 -6.0119
H47 4.1999 8.4562 -2.3574
N2 1.7919 3.0707 -3.4757
C34 -3.9928 -5.1678 -7.0974
H48 -2.7590 -4.5278 5.6178
C35 0.0053 1.4760 2.4426
H49 -1.0256 -5.2791 3.5014
C36 2.0761 -7.0691 5.9139
C37 -1.9091 2.1261 -0.8136
H50 2.7452 3.3368 0.8420
C38 -4.0548 -7.4272 2.4653
C39 4.7988 10.0270 -3.6908
H51 -7.5258 -5.5816 -8.5919
H52 -6.9796 -3.5815 -7.2481
C40 0.7860 -5.2028 6.7148
H53 -3.7821 -2.1952 9.0578
H54 -4.2827 -6.0506 0.8364
H55 -0.8140 6.6394 -2.1740
H56 1.4753 4.3757 -1.3834
H57 2.6038 8.2524 -6.3212
B1 0.2601 2.1898 1.0715
H58 -0.8005 0.7398 2.4352
C41 2.3968 -7.4084 7.2209
C42 -1.8161 -1.3779 6.4273
H59 5.2977 0.6748 3.6817
C43 -4.2987 -6.2895 -7.8553
C44 3.8956 9.9162 -5.9158
C45 -4.9573 -4.1937 -6.8803
H60 1.4589 -2.7639 0.3501
H61 0.7279 -4.9485 8.8425
H62 3.8074 10.3271 -6.9131
H63 2.1640 -6.9092 9.2937
C46 -0.0862 6.6052 -0.1559
H64 -1.7431 0.0497 -7.6314
C47 0.6008 1.5431 -0.3560
C48 -3.3512 -3.4769 7.3921
C49 0.4697 8.3071 -1.7607
H65 0.7912 6.8275 1.7899
C50 -2.6795 -3.6084 6.1844
C51 0.6962 -0.0232 -0.5880
H66 0.9274 0.9692 2.7328
H67 0.0088 1.1667 -6.2844
C52 0.1903 -0.4533 -4.8975
C53 3.0267 2.3757 0.3799
H68 -2.0681 3.0000 -0.1724
O4 2.0810 -0.3430 -0.8519
C54 2.2826 -1.3932 1.8143
C55 -2.6128 -5.5398 2.0802

Mulliken population analysis, charges in e, atoms 1 to 4: O -0.3284; C -0.5951; H 0.3626; C -0.4477

---

(3)
The following is a DFT calculation (ωB97M-V/def2-TZVPD) of C5H7FS2 as an isolated structure at a distorted geometry.

The value obtained for the HOMO energy is -8.70 eV. The value obtained for the max |F| is 0.0914 hartree/bohr.

Cartesian coordinates (Å):
S1 1.6375 0.2780 -1.8002
H1 -1.3688 -1.5092 -0.4827
H2 1.8088 -0.9807 1.8058
H3 -1.6913 -0.2612 -2.0911
H4 -2.1671 0.8151 1.0284
C1 -0.0996 0.6925 0.4317
H5 0.2049 0.4936 1.5365
H6 3.0640 0.6374 0.8288
C2 1.1149 0.0009 -0.2873
H7 2.8417 -1.2219 0.2586
F1 -3.4300 -0.6853 -0.6959
C3 2.2642 -0.4573 0.7829
C4 -1.4476 0.5398 0.0925
S2 -0.7787 2.1958 -0.4862
C5 -1.9531 -0.5375 -0.9219

Mulliken population analysis, charges in e, atoms 1 to 4: S -0.1271; H 0.1922; H 0.3306; H 0.2464

---

(4)
The following is a DFT calculation (ωB97M-V/def2-TZVPD) of C26H22N4O2PtSb as an isolated structure at a distorted geometry.

Its charge is +1. The value obtained for the HOMO energy (spin up / spin down) is -11.26 / -11.26 eV. The value obtained for the max |F| is 0.0341 hartree/bohr.

Cartesian coordinates (Å):
H1 1.9054 3.3175 -5.9399
C1 -0.3807 1.0052 2.7228
C2 1.6974 -1.4442 1.9120
H2 -2.6747 1.3193 -0.3651
C3 1.6647 -2.2192 -1.6696
H3 0.3834 1.9842 4.4648
N1 -1.0601 1.0918 1.5976
C4 2.1511 -2.0303 -0.2725
H4 -3.9459 -2.9568 -0.9554
C5 -2.7711 -2.5911 0.8127
C6 1.5056 2.1824 -2.3088
O1 -0.9142 -0.2262 -3.1346
H5 0.2784 1.5288 -5.4153
C7 -3.1367 -3.5992 2.9570
H6 -3.6812 -4.2573 3.6171
C8 -1.3484 3.4105 1.9443
Pt1 -0.7285 -0.6075 0.0036
H7 2.0657 -1.4420 -2.3198
C9 -0.1193 0.5708 -2.6721
H8 -2.2341 -2.6128 -1.2538
C10 -0.6638 3.3281 3.1400
C11 0.7354 1.5932 -3.3227
C12 -3.0957 -2.3637 -0.6265
C13 -3.4967 -3.4506 1.6273
H9 -4.3347 -3.9950 1.2249
C14 1.7899 2.9921 -4.9173
H10 1.9955 -3.1794 -2.0578
C15 1.1238 1.5368 -1.0264
H11 -1.7354 4.3536 1.5957
N2 -1.7278 -1.9037 1.3002
C16 2.5399 3.5839 -3.9123
C17 3.8835 -2.2134 1.3761
H12 4.1439 -2.6902 -0.6957
H13 4.8886 -2.4791 1.6647
O2 1.5400 1.7326 0.1005
C18 -1.3743 -2.0336 2.5749
C19 3.4661 -2.3427 0.0665
H14 -0.5222 4.2023 3.7560
C20 -1.5384 2.2621 1.1799
H15 2.9904 3.6319 -1.7953
N3 0.1516 0.6232 -1.3299
C21 0.8710 1.9835 -4.6368
C22 2.4068 3.1856 -2.5850
Sb1 0.2804 -0.9246 3.4873
C23 -2.2974 2.3131 -0.1033
H16 0.5711 -2.1721 -1.7075
C24 2.9817 -1.7532 2.3240
C25 -2.0567 -2.8768 3.4344
N4 1.3053 -1.6000 0.6629
C26 -0.1675 2.0979 3.5428
H17 -3.1245 3.0165 -0.0297
H18 3.2643 -1.6348 3.3607
H19 -1.7335 -2.9508 4.4628
H20 -3.3249 -1.3069 -0.7976
H21 3.2503 4.3593 -4.1552
H22 -1.6428 2.6510 -0.9077

Mulliken population analysis, charges in e, atoms 1 to 4: H 0.4174; C 0.1396; C 0.1102; H 0.0337